The following is a DFT calculation (ωB97M-V with the def2-TZVPD basis set) of a molecular structure, C37H85F7NO13PSSi2 at a distorted geometry.

Summary:
Energy, eV: -122750.1319
Total charge: 0
Orbital gap, eV: 7.037

XYZ file:
```
147
Properties=species:S:1:pos:R:3:lowdin_charge:R:1
C -6.13532 -2.20540 2.21914 -0.115
C -4.95593 -1.35915 1.51903 -0.221
C -4.31990 -0.22028 2.44620 -0.339
F -5.28636 0.27960 3.41621 -0.126
Si -2.70281 -0.80567 3.29893 0.473
O -1.73375 -1.80571 2.27896 -0.348
Si -0.98624 -0.94510 0.97682 0.513
N 0.02821 0.43276 1.46850 -0.059
C -2.18298 -0.33457 -0.39051 -0.238
O -1.32314 0.28586 -1.41088 -0.284
O -2.07920 0.68329 -2.47830 -0.062
P -3.35543 -2.13099 4.98784 0.259
S -4.40080 -1.06191 6.28097 0.063
C -1.71615 0.63319 4.16047 -0.264
O -2.03058 1.80436 3.85763 0.064
C -0.55635 0.20178 5.18340 -0.259
F -1.12527 -0.03569 6.46010 0.056
F -0.09276 -1.08189 4.72538 0.028
C 0.73359 1.15487 5.20512 -0.194
F 1.89465 0.30992 5.21339 0.068
F 0.87191 1.93774 4.01843 0.077
C 0.85927 2.09957 6.48877 -0.203
F 0.99904 1.39318 7.71228 0.084
F 2.08904 2.82830 6.33387 0.067
C -0.29005 3.23110 6.57614 -0.280
O -0.41201 4.08676 5.69069 0.145
O -1.15282 3.26711 7.72186 0.051
H -6.23426 -2.03681 3.34092 0.067
H -7.12261 -1.94877 1.68308 0.084
H -6.00961 -3.34288 2.07308 0.081
H -4.16640 -2.13379 1.18602 0.103
H -5.35474 -0.90407 0.53744 0.121
H -4.05584 0.69339 1.79944 0.116
H -0.07516 -1.90868 0.31841 0.023
H 0.61547 0.64526 0.64682 0.038
H -0.53766 1.27675 1.68901 0.041
H -2.73206 -1.18452 -0.95147 0.115
H -2.90919 0.49310 -0.06672 0.092
H -1.47687 0.68977 -3.26141 0.122
H -4.09633 -3.26211 4.51717 -0.040
H -2.16785 -2.55139 5.71113 -0.033
H -2.07862 3.09766 7.42903 0.140
C -0.39034 -4.02137 -4.26180 -0.078
C 0.08334 -3.03661 -3.20934 -0.276
O 0.17977 -3.59773 -1.90818 -0.186
C 1.09128 -4.67609 -1.74795 -0.277
C 2.53189 -4.30195 -2.05148 -0.078
H -1.32334 -4.49908 -3.95261 0.087
H -0.55190 -3.51409 -5.21598 0.070
H 0.34283 -4.81632 -4.42686 0.069
H -0.64344 -2.22195 -3.13880 0.104
H 1.03560 -2.57821 -3.49647 0.110
H 0.77254 -5.53614 -2.34671 0.107
H 1.02282 -4.98395 -0.70138 0.118
H 2.66904 -4.06134 -3.10893 0.066
H 3.20050 -5.13070 -1.80848 0.078
H 2.83199 -3.42316 -1.47524 0.082
C 6.06547 2.08967 -0.00735 -0.077
C 4.77696 2.39578 -0.74845 -0.278
O 3.62220 1.85069 -0.12669 -0.165
C 3.33575 2.30861 1.18843 -0.282
C 3.07678 3.80334 1.26635 -0.071
H 6.16406 1.01569 0.16970 0.076
H 6.92910 2.43462 -0.58103 0.077
H 6.09433 2.58399 0.96812 0.069
H 4.83109 1.94741 -1.74444 0.110
H 4.65347 3.47324 -0.90017 0.107
H 4.13288 2.00960 1.87755 0.100
H 2.43420 1.78093 1.50966 0.090
H 3.97582 4.37861 1.03035 0.067
H 2.75628 4.08290 2.27249 0.077
H 2.30370 4.09887 0.55239 0.084
C 5.15716 2.19581 -5.61304 -0.083
C 5.17561 0.68594 -5.46024 -0.282
O 5.98964 0.02866 -6.42110 -0.163
C 7.37210 0.35545 -6.40697 -0.281
C 8.06285 0.01154 -5.09841 -0.082
H 4.89297 2.47819 -6.63502 0.082
H 4.43556 2.64268 -4.92486 0.074
H 6.13700 2.63234 -5.39814 0.066
H 4.16056 0.30691 -5.60602 0.118
H 5.47272 0.39391 -4.44743 0.103
H 7.51654 1.41049 -6.66361 0.106
H 7.83365 -0.22516 -7.20970 0.118
H 7.68950 0.62565 -4.27476 0.063
H 9.13899 0.18040 -5.17926 0.077
H 7.88657 -1.03357 -4.83210 0.083
C -4.60835 -4.33392 -7.33114 -0.082
C -5.34990 -3.51178 -6.29329 -0.280
O -4.50823 -2.99195 -5.27348 -0.162
C -3.48250 -2.10348 -5.69343 -0.285
C -4.00744 -0.84432 -6.36140 -0.077
H -4.01453 -5.11651 -6.85247 0.081
H -5.31168 -4.79866 -8.02615 0.077
H -3.92092 -3.71594 -7.91619 0.067
H -6.07862 -4.15410 -5.79165 0.118
H -5.92071 -2.70390 -6.76291 0.107
H -2.76861 -2.62536 -6.34018 0.101
H -2.93326 -1.81785 -4.79193 0.107
H -4.49779 -1.06944 -7.31159 0.066
H -3.18871 -0.15031 -6.56504 0.077
H -4.74358 -0.34768 -5.72420 0.085
C -0.40974 2.12976 11.51501 -0.075
C -1.71039 2.42189 10.79021 -0.285
O -2.85099 1.85204 11.41837 -0.159
C -3.13081 2.29255 12.73932 -0.281
C -3.41163 3.78246 12.83473 -0.084
H -0.29192 1.05607 11.68037 0.084
H 0.44205 2.49427 10.93584 0.075
H -0.37867 2.61511 12.49504 0.067
H -1.65940 1.98447 9.79061 0.100
H -1.85251 3.49874 10.65034 0.106
H -2.32215 1.99958 13.41766 0.106
H -4.02074 1.74705 13.06351 0.118
H -2.52384 4.37358 12.59572 0.065
H -3.72631 4.04733 13.84668 0.076
H -4.19616 4.07300 12.13156 0.082
C 5.07545 -0.79278 3.18779 -0.077
C 5.09269 -2.30225 3.34077 -0.274
O 5.90563 -2.96142 2.37923 -0.163
C 7.28807 -2.63583 2.39157 -0.282
C 7.98007 -2.97899 3.69963 -0.083
H 4.81057 -0.51042 2.16548 0.074
H 4.35452 -0.34545 3.87641 0.069
H 6.05596 -0.35667 3.40188 0.070
H 4.07756 -2.68140 3.19593 0.119
H 5.39044 -2.59368 4.35346 0.107
H 7.43310 -1.58100 2.13376 0.103
H 7.74832 -3.21763 1.58881 0.117
H 7.60815 -2.36384 4.52298 0.066
H 9.05629 -2.81104 3.61739 0.076
H 7.80326 -4.02372 3.96712 0.082
C -6.02215 3.34367 -7.69900 -0.081
C -4.81336 2.84284 -8.46768 -0.281
O -5.03334 1.60389 -9.12743 -0.172
C -6.05331 1.58489 -10.11631 -0.280
C -5.79209 2.53210 -11.27478 -0.082
H -6.39074 2.57558 -7.01466 0.081
H -5.76767 4.23715 -7.12405 0.078
H -6.84562 3.60304 -8.37078 0.067
H -3.99469 2.67388 -7.76291 0.114
H -4.45839 3.59466 -9.18027 0.107
H -7.02973 1.78001 -9.65991 0.107
H -6.08938 0.56262 -10.50150 0.118
H -5.82508 3.57636 -10.95372 0.066
H -6.54583 2.39868 -12.05397 0.077
H -4.80287 2.35363 -11.70356 0.082
```

The following is a DFT calculation (ωB97M-V with the def2-TZVPD basis set) of C4H5NOS in the gas phase at a distorted geometry.

Summary:
Energy, eV: -18597.5113
Total charge: 0
Orbital gap (alpha / beta), eV: 6.637 / 6.640

XYZ file:
```
12
Properties=species:S:1:pos:R:3:nbo_charge:R:1
C 1.47712 0.17285 0.52880 -0.422
C 0.34217 -0.56374 1.01034 -0.260
C 1.42271 0.67386 -0.75647 0.324
C -0.55788 -0.93354 0.15492 0.365
N -1.69930 -0.97622 -0.37381 -0.577
O 0.51236 0.49307 -1.51473 -0.617
S -3.08931 0.43418 -0.07220 0.006
H 2.34787 0.31287 1.28218 0.220
H 0.41408 -0.97985 1.96342 0.262
H 2.32271 1.15672 -1.12226 0.115
H -1.74433 -1.54096 -1.22720 0.424
H -2.65110 1.10278 -1.26780 0.161
```